No. 1
Below is a 9-piece molecular cluster, C8H34O9 overall in a non-equilibrium geometry, with properties calculated with the ωB97M-V functional and the def2-TZVPD basis.

Structure (XYZ):
```
51
C8H34O9, DFT the ωB97M-V functional and the def2-TZVPD basis
C -0.381 -5.644 -0.447
C 0.397 -4.414 0.039
O 1.306 -4.785 1.061
H -1.096 -5.455 -1.247
H -0.990 -5.951 0.411
H 0.248 -6.505 -0.661
H -0.293 -3.689 0.480
H 0.893 -3.890 -0.777
H 0.870 -4.686 1.909
C -0.993 1.315 -3.591
C -0.638 1.806 -4.967
O -1.662 2.643 -5.476
H -1.298 2.146 -2.952
H -0.099 0.900 -3.119
H -1.759 0.542 -3.565
H -0.396 0.969 -5.631
H 0.292 2.386 -4.928
H -1.392 3.075 -6.288
C -2.957 2.637 1.100
C -4.468 2.556 1.009
O -4.974 3.900 1.108
H -2.575 3.195 0.245
H -2.509 1.644 1.055
H -2.614 3.148 1.997
H -4.975 1.920 1.737
H -4.789 2.221 0.017
H -5.653 4.072 0.456
C 1.229 -0.830 1.190
C 0.838 0.484 0.547
O 1.960 1.402 0.519
H 1.620 -0.657 2.192
H 2.095 -1.252 0.680
H 0.442 -1.578 1.137
H 0.051 1.021 1.078
H 0.553 0.318 -0.494
H 1.680 2.151 1.086
O 1.260 3.741 1.801
H 1.514 3.652 2.729
H 1.505 4.642 1.562
O 4.446 0.449 -0.415
H 3.493 0.606 -0.214
H 4.682 1.175 -0.999
O -2.337 -1.049 2.088
H -3.151 -1.517 1.872
H -2.239 -0.393 1.389
O 3.118 -1.107 4.407
H 3.252 -0.524 3.650
H 2.517 -0.625 4.985
O 4.904 -2.333 0.208
H 4.008 -2.458 -0.111
H 5.064 -1.373 0.136
```

Values from the calculation:
- 2S+1 = 1
- total energy (hartree) = -1002.28299
- ΔE to the lowest compared entry with this formula, charge and spin (eV) = 1.194
- SMILES = CCO.CCO.CCO.CCO.O.O.O.O.O
- molecular weight (g mol⁻¹) = 274.35
- HOMO level (eV) = -10.25
- HOMO-LUMO gap (eV) = 10.26



No. 2
Below is a 12-piece molecular cluster, C8H38BF4N16O11 overall in a non-equilibrium geometry, with properties calculated with the ωB97M-V functional and the def2-TZVPD basis.

Structure (XYZ):
```
78
C8H38BF4N16O11, DFT the ωB97M-V functional and the def2-TZVPD basis
B 0.267 -0.148 0.135
F 0.303 0.817 -0.809
F 1.111 -1.155 -0.190
F 0.599 0.351 1.351
F -1.016 -0.667 0.276
O -0.413 -3.616 -0.254
H 0.153 -2.847 -0.188
H -0.056 -4.233 0.384
O -3.110 0.594 0.588
H -2.630 1.227 1.121
H -2.440 -0.015 0.278
O 1.302 4.046 -2.240
H 1.310 3.172 -1.850
H 0.968 4.616 -1.547
C 1.590 1.055 -3.857
O 0.449 1.053 -4.119
N 2.042 0.182 -2.946
N 2.429 1.663 -4.537
H 2.999 0.239 -2.629
H 1.411 -0.198 -2.255
H 3.258 1.947 -4.035
H 2.015 2.286 -5.216
C -2.250 3.435 -3.759
O -1.436 4.043 -4.369
N -1.963 2.746 -2.695
N -3.513 3.446 -4.029
H -2.705 2.197 -2.285
H -0.978 2.567 -2.567
H -4.124 2.687 -3.763
H -3.853 4.069 -4.749
C 2.392 -3.607 2.415
O 2.835 -4.013 1.384
N 1.873 -2.391 2.548
N 2.574 -4.142 3.549
H 1.543 -1.826 1.779
H 1.504 -2.253 3.478
H 3.207 -4.911 3.716
H 2.228 -3.631 4.348
C -3.513 -1.075 4.266
O -3.742 -1.825 5.169
N -4.010 0.106 4.220
N -2.688 -1.263 3.271
H -3.819 0.608 3.364
H -4.842 0.382 4.721
H -2.411 -0.653 2.516
H -2.156 -2.119 3.341
C -4.044 -2.328 -1.843
O -5.193 -2.592 -2.215
N -3.466 -2.687 -0.796
N -3.258 -1.618 -2.575
H -3.975 -3.272 -0.149
H -2.613 -2.295 -0.424
H -2.423 -1.310 -2.098
H -3.691 -1.030 -3.274
C -1.026 4.074 1.435
O -1.294 5.024 2.125
N -0.745 2.883 1.918
N -0.976 4.047 0.132
H -0.407 2.182 1.274
H -0.895 2.810 2.914
H -1.055 4.809 -0.525
H -0.807 3.130 -0.257
C 3.862 1.672 3.602
O 4.268 0.654 4.076
N 4.454 2.761 3.662
N 2.719 1.737 3.093
H 4.015 3.665 3.558
H 5.414 2.741 3.975
H 2.445 2.500 2.490
H 2.203 0.870 3.125
C 2.839 -4.057 -2.527
O 2.738 -4.413 -3.668
N 2.806 -4.860 -1.510
N 3.197 -2.807 -2.204
H 2.650 -4.567 -0.556
H 2.623 -5.825 -1.748
H 3.518 -2.532 -1.287
H 3.421 -2.311 -3.054
```

Values from the calculation:
- 2S+1 = 1
- total energy (hartree) = -2456.21066
- molecular weight (g mol⁻¹) = 621.30
- HOMO level (eV) = -7.18
- HOMO-LUMO gap (eV) = 9.06
- total charge = -1



No. 3
Below is a 11-piece molecular cluster, C8H38N16O11 overall in a non-equilibrium geometry, with properties calculated with the ωB97M-V functional and the def2-TZVPD basis.

Structure (XYZ):
```
73
C8H38N16O11, DFT the ωB97M-V functional and the def2-TZVPD basis
C 5.896 -1.029 -0.022
O 6.261 0.131 -0.141
N 4.642 -1.413 -0.368
N 6.500 -1.985 0.593
H 4.043 -0.731 -0.811
H 4.204 -2.296 -0.146
H 7.436 -1.739 0.881
H 6.194 -2.930 0.415
C -3.479 1.872 3.833
O -2.784 1.946 2.880
N -3.539 2.776 4.846
N -4.248 0.845 4.162
H -3.147 3.703 4.764
H -4.056 2.545 5.682
H -4.218 0.038 3.557
H -4.716 0.837 5.057
C 1.528 -5.579 1.622
O 2.617 -5.140 1.879
N 1.374 -6.814 1.648
N 0.534 -4.840 1.141
H 0.481 -7.205 1.382
H 2.047 -7.271 2.246
H 0.728 -3.866 0.959
H -0.404 -5.201 1.035
C 3.220 3.354 2.933
O 4.307 3.835 3.274
N 2.104 3.710 3.286
N 3.119 2.385 1.958
H 1.328 3.226 2.858
H 1.928 4.586 3.758
H 3.968 2.165 1.457
H 2.226 2.128 1.564
C 0.440 5.427 -1.289
O -0.279 6.289 -0.730
N 1.434 5.602 -2.080
N 0.066 4.130 -1.288
H 1.931 4.797 -2.433
H 1.717 6.571 -2.048
H -0.644 3.829 -0.636
H 0.534 3.409 -1.817
C 2.045 -0.479 -3.959
O 1.957 0.454 -3.117
N 3.094 -0.876 -4.644
N 0.973 -1.004 -4.445
H 3.940 -0.508 -4.231
H 3.136 -1.575 -5.371
H 0.125 -0.959 -3.899
H 1.135 -1.731 -5.127
C -3.861 2.420 -4.757
O -3.762 3.492 -5.299
N -4.120 1.356 -5.449
N -3.472 2.174 -3.553
H -4.534 0.497 -5.117
H -4.305 1.581 -6.416
H -3.519 1.255 -3.137
H -3.166 2.936 -2.965
C -4.504 -2.035 -1.334
O -3.582 -1.713 -2.062
N -5.131 -1.151 -0.561
N -5.130 -3.189 -1.406
H -5.923 -1.469 -0.021
H -4.710 -0.269 -0.305
H -5.963 -3.169 -0.836
H -4.891 -3.967 -2.004
O -1.275 -2.502 3.987
H -0.671 -3.139 3.606
H -0.761 -1.697 4.061
O -0.336 -0.479 0.172
H -0.933 0.038 0.713
H -0.890 -0.838 -0.521
O 2.334 -1.673 4.292
H 3.133 -2.155 4.506
H 2.273 -1.721 3.338
```

Values from the calculation:
- 2S+1 = 1
- total energy (hartree) = -2031.51822
- ΔE to the lowest compared entry with this formula, charge and spin (eV) = 5.743
- SMILES = NC(N)=O.NC(N)=O.NC(N)=O.NC(N)=O.NC(N)=O.NC(N)=O.NC(N)=O.NC(N)=O.O.O.O
- molecular weight (g mol⁻¹) = 534.49
- HOMO level (eV) = -8.96
- HOMO-LUMO gap (eV) = 8.71



No. 4
Below is C8H3Cu3F13N2O14S4 as an isolated structure in a non-equilibrium geometry, with properties calculated with the ωB97M-V functional and the def2-TZVPD basis.

Structure (XYZ):
```
47
C8H3Cu3F13N2O14S4, DFT the ωB97M-V functional and the def2-TZVPD basis
Cu -5.674 7.961 19.172
Cu -9.633 7.097 18.493
Cu -8.625 10.025 21.238
C -7.187 4.527 16.937
F -6.129 3.831 16.680
F -8.238 4.008 16.351
F -7.422 4.599 18.232
S -6.915 6.267 16.337
O -5.922 6.775 17.303
O -6.393 6.228 15.008
N -8.439 7.085 16.771
S -8.758 8.165 15.606
O -9.853 8.965 16.095
O -7.621 8.919 15.133
C -9.417 7.111 14.174
F -10.658 7.498 13.998
F -8.623 7.172 13.143
F -9.469 5.805 14.540
C -12.189 10.797 20.231
F -13.327 10.701 19.619
F -12.053 12.005 20.696
F -12.055 9.877 21.141
S -10.843 10.543 18.874
O -10.620 9.105 18.662
O -11.347 11.176 17.689
N -9.383 11.117 19.606
S -9.313 12.553 18.921
O -8.935 12.355 17.491
O -10.336 13.515 19.218
C -7.658 13.173 19.637
F -7.897 13.509 20.885
F -6.747 12.215 19.560
F -7.248 14.194 18.941
C -7.958 7.533 20.624
O -9.144 7.962 20.522
O -7.581 6.952 19.532
O -7.079 8.486 20.720
C -3.299 3.195 21.217
C -4.307 2.757 20.176
O -5.074 3.899 19.901
C -4.528 4.961 20.512
O -4.949 6.086 20.471
O -3.425 4.629 21.143
F -5.166 1.843 20.777
H -2.261 2.934 21.043
H -3.674 2.956 22.213
H -3.930 2.192 19.322
```

Values from the calculation:
- 2S+1 = 4
- total energy (hartree) = -9280.97864
- ⟨S²⟩ = 3.7738
- molecular weight (g mol⁻¹) = 916.99
- HOMO level (spin up / spin down) (eV) = -16.80 / -16.68
- HOMO-LUMO gap (spin up / spin down) (eV) = 8.75 / 5.27
- total charge = +2



No. 5
Below is C8H3ErNO5S as an isolated structure in a non-equilibrium geometry, with properties calculated with the ωB97M-V functional and the def2-TZVPD basis.

Structure (XYZ):
```
19
C8H3ErNO5S, DFT the ωB97M-V functional and the def2-TZVPD basis
O -1.771 4.196 -0.804
C -1.314 3.171 -0.598
Er -0.258 0.826 -0.122
O -3.384 0.187 1.513
C -2.440 0.537 0.960
C 1.579 1.839 -1.358
O 2.548 2.129 -1.904
C 0.491 2.004 1.871
O 0.948 2.370 2.860
C -1.353 0.375 -2.271
O -1.784 -0.057 -3.246
S 2.245 -2.844 0.936
C 0.645 -3.347 0.348
C -0.155 -2.293 0.014
N 0.584 -1.103 0.257
C 1.872 -1.202 0.745
H 0.300 -4.355 0.248
H -1.194 -2.144 -0.383
H 2.441 -0.288 0.932
```

Values from the calculation:
- 2S+1 = 4
- total energy (hartree) = -2149.68139
- ΔE to the lowest compared entry with this formula, charge and spin (eV) = 0.000
- ⟨S²⟩ = 3.7530
- molecular weight (g mol⁻¹) = 392.44
- HOMO level (spin up / spin down) (eV) = -21.11 / -21.11
- HOMO-LUMO gap (spin up / spin down) (eV) = 7.01 / 7.13
- total charge = +3



No. 6
Below is C8H42N4O13 as an isolated structure in a non-equilibrium geometry, with properties calculated with the ωB97M-V functional and the def2-TZVPD basis.

Structure (XYZ):
```
67
C8H42N4O13, DFT the ωB97M-V functional and the def2-TZVPD basis
O 4.232 0.485 1.692
H 4.511 0.664 2.590
H 3.392 0.036 1.787
O 2.931 -1.186 2.354
H 3.577 -1.726 1.899
H 2.181 -1.768 2.484
O 0.880 -2.430 2.046
H 0.800 -3.249 2.536
H 0.163 -1.885 2.371
O -0.265 0.170 -2.743
H 0.121 0.969 -2.385
H 0.401 -0.503 -2.600
O -1.530 0.733 2.099
H -2.284 0.885 2.669
H -1.179 -0.110 2.385
O -0.732 -1.200 2.758
H -0.631 -0.657 3.540
H -1.625 -1.540 2.815
O -2.126 2.593 0.792
H -1.984 1.768 1.258
H -1.264 3.008 0.770
O 3.424 2.050 0.579
H 3.009 1.523 -0.104
H 3.690 1.415 1.244
O 2.892 -0.477 -1.986
H 2.539 0.282 -1.522
H 2.180 -0.760 -2.560
C 0.609 2.969 -1.882
O -0.149 1.994 -1.929
N 1.020 3.406 -0.737
N 0.952 3.624 -2.908
H 0.677 3.031 0.135
H 1.802 4.046 -0.761
H 0.754 3.193 -3.799
H 1.150 4.611 -2.825
C 1.127 0.549 0.257
O 2.046 0.910 -0.421
N -0.109 0.900 0.115
N 1.338 -0.361 1.130
H -0.729 0.675 0.880
H -0.274 1.597 -0.597
H 0.565 -0.864 1.543
H 2.248 -0.789 1.047
C 0.299 -3.198 -1.736
C 0.248 -2.388 -0.469
C -1.018 -2.519 0.254
O 1.381 -2.826 0.274
H 0.073 -4.254 -1.590
H 1.266 -2.999 -2.197
H -0.543 -2.882 -2.352
H 0.562 -1.360 -0.649
H -1.921 -2.217 -0.277
H -1.070 -2.003 1.213
H -1.210 -3.532 0.608
H 1.222 -2.721 1.215
C -4.135 0.552 0.200
C -3.540 0.001 -1.041
C -2.434 0.937 -1.618
O -2.952 -1.230 -0.682
H -3.342 0.990 0.805
H -4.826 -0.171 0.633
H -4.692 1.463 -0.018
H -4.288 -0.339 -1.757
H -1.512 0.811 -1.051
H -2.942 1.899 -1.557
H -2.436 0.803 -2.700
H -2.519 -1.401 -1.521
```

Values from the calculation:
- 2S+1 = 1
- total energy (hartree) = -1526.39012
- molecular weight (g mol⁻¹) = 402.44
- HOMO level (eV) = -7.47
- HOMO-LUMO gap (eV) = 6.03